Molecular formula: C3H7ClOS
Method: DFT, wB97M-V/def2-TZVPD

Computed properties:
Total charge = 0
SMILES = C[C@@H](Cl)[C@H](O)S
2S+1 = 1
Energy relative to the best compared isomer or geometry (same formula, charge and spin) = 166.4 kJ/mol
DFT total energy = -1052.0615 Eh

The geometry in XYZ format:
```
13
Properties=species:S:1:pos:R:3:forces:R:3:mulliken_charge:R:1
C -1.66828 -0.22572 0.12992 0.23 -0.68 -2.31 -1.2565
C -0.39484 -0.68701 0.62062 4.71 2.90 -4.14 0.0545
C 0.72244 0.71161 0.18290 -1.51 -2.01 -0.48 -0.2868
O 0.46808 0.95486 -1.19617 -4.67 0.28 3.98 -0.4267
S 2.50199 0.48015 0.51858 -0.69 0.63 0.53 -0.1583
Cl 0.24950 -1.99965 -0.45997 -0.31 0.01 0.88 -0.2023
H -1.90915 0.63758 0.63157 -1.56 1.57 1.87 0.4010
H -1.59041 0.15990 -0.89769 0.26 -0.58 0.12 0.3403
H -2.27595 -1.08920 0.09760 -1.72 -0.33 0.37 0.3634
H -0.24251 -0.85659 1.62209 0.22 -0.86 2.17 0.4311
H 0.26634 1.54680 0.75879 0.85 -0.41 -0.14 0.3150
H 1.15581 0.94716 -1.75036 4.51 -0.23 -2.69 0.2921
H 2.71698 -0.57989 -0.25788 -0.32 -0.29 -0.15 0.1332
```
Forces are in eV/Å.